[1]
The following is a DFT calculation (ωB97M-V/def2-TZVPD) of C35H25F2N4ReSSe3Te as an isolated structure.

Gap between HOMO and LUMO (spin up / spin down) = 5.337 / 5.498 eV
Charge = -1
Energy relative to the best compared isomer or geometry (same formula, charge and spin) = 20.5 kcal per mole
Spin multiplicity = 4

Last column: Löwdin spin population.
Atoms and positions in Å:
Re -2.420 1.300 -0.699  1.693
C 1.492 5.345 -0.201  0.001
N 1.881 4.165 0.544  0.001
C 3.123 3.958 1.097  0.000
C 3.112 2.742 1.652  0.000
N 1.845 2.192 1.457  0.002
C 1.066 3.085 0.740  0.002
S -0.490 3.169 0.093  0.014
C 1.519 0.889 1.938  0.001
C 2.410 0.202 2.768  0.000
C 2.080 -1.090 3.126  0.001
C 0.903 -1.653 2.657  0.000
C 0.080 -0.864 1.877  0.001
N 0.375 0.391 1.548  0.003
H 2.328 6.042 -0.182  0.000
H 0.610 5.799 0.246  0.000
H 1.245 5.078 -1.228  0.000
H 3.915 4.679 1.015  0.000
H 3.911 2.207 2.122  0.000
H 3.326 0.638 3.132  0.000
H 2.751 -1.657 3.759  0.000
H 0.631 -2.673 2.888  0.000
H -0.849 -1.244 1.473  0.000
Se -2.242 1.970 -3.080  0.102
Se -4.380 2.678 -3.738  0.003
Te -4.866 4.399 -1.967  0.028
Se -4.195 2.984 -0.001  0.117
F -4.989 -2.720 -3.329  -0.003
C -4.664 -2.149 -2.147  0.002
C -3.921 -0.995 -2.137  0.034
C -3.587 -0.403 -0.914  0.009
C -4.028 -1.009 0.287  0.024
C -4.763 -2.188 0.200  -0.003
F -5.178 -2.830 1.325  -0.004
C -5.101 -2.781 -0.994  0.032
C -3.664 -0.329 1.533  0.004
C -4.135 -0.651 2.807  0.005
C -3.731 0.091 3.899  0.002
C -2.860 1.153 3.706  0.006
C -2.433 1.428 2.425  0.006
N -2.813 0.711 1.359  0.019
H -3.598 -0.554 -3.069  0.002
H -5.671 -3.697 -1.023  0.002
H -4.821 -1.472 2.928  0.000
H -4.101 -0.151 4.887  0.000
H -2.519 1.771 4.524  0.000
H -1.762 2.249 2.218  0.000
C -0.770 0.213 -1.166  0.183
C 0.299 -0.360 -1.422  0.143
C 1.481 -1.054 -1.584  0.238
C 1.408 -2.522 -1.477  0.022
C 2.387 -3.288 -0.830  0.033
C 2.243 -4.659 -0.677  -0.002
C 1.114 -5.308 -1.158  0.036
C 0.123 -4.560 -1.784  -0.002
C 0.265 -3.192 -1.936  0.033
C 2.711 -0.311 -1.808  0.021
C 2.690 1.097 -1.727  0.056
C 3.825 1.850 -1.958  -0.003
C 5.033 1.241 -2.287  0.068
C 5.065 -0.142 -2.412  -0.003
C 3.930 -0.904 -2.189  0.055
H 3.252 -2.797 -0.404  0.001
H 3.013 -5.222 -0.162  -0.001
H 1.002 -6.378 -1.038  0.003
H -0.770 -5.047 -2.155  -0.001
H -0.518 -2.610 -2.407  0.002
H 1.746 1.583 -1.509  0.006
H 3.766 2.931 -1.902  -0.002
H 5.920 1.834 -2.471  0.005
H 5.984 -0.635 -2.709  -0.002
H 3.979 -1.971 -2.349  0.003

---

[2]
The following is a DFT calculation (ωB97M-V/def2-TZVPD) of C16H31NO3S in the gas phase.

Gap between HOMO and LUMO = 10.490 eV
Energy relative to the best compared isomer or geometry (same formula, charge and spin) = 1.0 kcal per mole
SMILES = CCCCCCCCCCCC(=O)N[C@@H]1CCS(=O)(=O)C1

Last column: natural (NBO) charge in e.
Atoms and positions in Å:
C 0.868 -0.794 7.091  -0.609
C 2.143 -1.227 6.378  -0.395
C 2.422 -0.432 5.101  -0.387
C 1.353 -0.552 4.013  -0.399
C 1.173 -1.978 3.498  -0.394
C 0.193 -2.076 2.327  -0.385
C 0.742 -1.500 1.023  -0.389
C -0.214 -1.740 -0.143  -0.400
C 0.328 -1.161 -1.449  -0.393
C -0.482 -1.578 -2.678  -0.384
C -1.947 -1.128 -2.617  -0.502
C -2.066 0.362 -2.367  0.696
O -2.568 0.849 -1.377  -0.629
N -1.571 1.117 -3.380  -0.666
C -1.430 2.550 -3.278  -0.074
C -2.240 3.269 -4.375  -0.413
C -1.579 2.994 -5.715  -0.659
S 0.161 2.608 -5.289  2.146
O 1.074 3.503 -5.939  -0.927
O 0.375 1.193 -5.474  -0.964
C 0.021 2.936 -3.499  -0.658
H -0.011 -1.020 6.492  0.200
H 0.772 -1.315 8.041  0.209
H 0.886 0.276 7.287  0.200
H 2.991 -1.087 7.054  0.200
H 2.087 -2.292 6.145  0.194
H 3.379 -0.764 4.689  0.197
H 2.528 0.624 5.365  0.196
H 1.650 0.094 3.184  0.200
H 0.399 -0.180 4.389  0.195
H 2.143 -2.377 3.190  0.192
H 0.800 -2.606 4.310  0.198
H -0.734 -1.561 2.587  0.197
H -0.050 -3.129 2.164  0.197
H 0.907 -0.427 1.130  0.195
H 1.706 -1.966 0.803  0.190
H -1.175 -1.278 0.088  0.210
H -0.373 -2.814 -0.263  0.190
H 0.343 -0.071 -1.375  0.191
H 1.359 -1.496 -1.588  0.205
H -0.459 -2.667 -2.768  0.208
H -0.005 -1.165 -3.570  0.207
H -2.469 -1.647 -1.814  0.232
H -2.439 -1.368 -3.562  0.225
H -1.063 0.677 -4.137  0.424
H -1.802 2.827 -2.284  0.263
H -2.240 4.338 -4.161  0.217
H -3.271 2.917 -4.357  0.237
H -1.981 2.119 -6.216  0.249
H -1.578 3.845 -6.386  0.255
H 0.219 3.988 -3.323  0.248
H 0.725 2.308 -2.964  0.261